[1]
This record from OMol25 describes a cluster of 5 separate species, C51H99F3N2O19P in total. The level of theory is ωB97M-V/def2-TZVPD.

```
175
Properties=species:S:1:pos:R:3
P 0.115 1.298 -1.783
F 3.337 -2.513 -5.523
F 3.993 0.287 -4.434
F 4.054 -2.991 -3.367
O -6.545 -4.477 -6.982
O -4.975 -1.094 2.702
O 3.785 2.553 3.432
O -2.614 0.257 0.208
O -0.712 -4.723 4.294
O 10.197 0.845 -0.174
O -1.334 -7.600 5.177
O -1.229 1.821 -0.758
O 0.595 0.121 -0.637
O 2.442 2.923 1.658
O -1.843 -5.051 7.124
O -4.228 -3.133 -5.482
O -3.864 7.356 1.176
O -0.433 2.532 -2.958
O 7.248 0.522 -0.948
O -5.315 -2.019 -8.337
O 7.808 0.997 2.035
O -1.508 8.658 2.662
O -2.626 9.819 -0.161
N 0.098 -0.888 1.415
N -0.660 4.089 2.462
C 1.403 -2.848 2.110
C 7.141 1.915 2.881
C 2.874 -3.396 2.174
C -4.505 -0.007 1.864
C -4.006 9.537 0.030
C -1.736 7.269 2.429
C -2.467 7.061 1.115
C -1.431 1.059 0.417
C -2.034 -8.577 4.437
C -1.279 -2.233 -1.608
C 6.917 0.054 1.453
C 11.231 -0.014 -0.601
C -0.596 -1.897 -3.975
C -2.241 -4.110 6.134
C 2.249 -0.544 -2.678
C 2.673 2.502 2.956
C -6.921 -3.105 -6.883
C 3.571 -2.052 -4.254
C -2.066 -4.685 4.738
C 9.511 1.458 -1.259
C 1.209 2.724 -1.142
C -4.192 -2.796 -4.107
C -6.694 -2.311 -8.159
C 7.439 -0.418 0.106
C -1.049 -3.681 -1.724
C 3.006 1.990 0.702
C -0.023 0.358 0.639
C -3.063 -0.451 1.361
C -4.224 8.728 1.299
C -4.436 -4.519 -5.698
C -0.358 -3.336 -4.098
C -5.529 0.124 0.674
C -1.304 -4.436 8.275
C -5.146 -4.755 -7.020
C -4.940 -1.960 -9.695
C 1.246 -1.739 0.965
C -1.048 -1.289 -2.694
C -1.227 3.482 1.486
C 1.354 0.670 -3.125
C 1.538 1.983 3.905
C -1.939 2.104 1.528
C -2.269 9.891 -1.525
C -0.564 -4.247 -2.980
C 2.713 2.396 -0.799
C -1.267 0.245 -2.662
C 8.050 1.698 -0.912
C 3.717 -2.450 3.134
C 0.133 -5.694 4.904
C -0.178 -7.124 4.497
C -1.450 8.974 4.035
C 3.304 -0.766 -3.842
H 8.482 -0.737 0.165
H -0.319 -7.169 3.411
H -7.087 -2.879 -9.011
H -2.361 8.646 4.549
H -5.073 -5.822 -7.253
H -4.661 -4.223 -7.840
H 0.660 -7.775 4.778
H 0.756 -3.712 1.764
H -4.530 10.498 0.118
H 6.860 -1.299 -0.187
H -2.323 6.827 3.243
H -2.321 -0.515 2.204
H -5.418 -1.108 -10.192
H 1.240 3.520 -1.936
H 0.150 -5.575 5.989
H -5.107 -3.128 -3.602
H -5.840 1.186 0.527
H 12.033 0.557 -1.083
H -1.240 -4.340 -0.839
H -2.075 -3.862 8.802
H -0.703 -1.515 1.324
H -3.736 9.190 2.159
H 1.993 1.456 4.786
H -2.306 -8.196 3.446
H 2.639 0.964 0.960
H -0.930 -5.220 8.934
H -6.449 -2.627 -6.023
H -0.777 3.487 3.289
H -7.228 -1.355 -8.092
H -1.381 10.059 4.130
H -0.759 6.777 2.386
H -1.186 10.003 -1.587
H 4.125 2.007 0.853
H -1.659 -3.186 6.217
H 0.976 -2.521 3.090
H -0.466 -3.784 8.009
H -3.216 -1.527 1.034
H 0.772 1.357 3.385
H -2.746 10.755 -2.004
H -3.450 -5.001 -5.721
H -6.413 -0.537 0.865
H 4.789 -2.478 2.814
H 2.064 1.529 -3.331
H -1.987 7.599 0.296
H -1.295 0.580 -3.738
H -2.547 8.970 -2.049
H 0.870 0.446 -4.105
H -0.569 8.518 4.499
H 0.011 -3.745 -5.065
H 3.291 -1.417 3.037
H 1.725 -1.521 -2.571
H -2.304 0.487 -2.298
H 6.738 1.403 3.761
H -5.203 -2.891 -10.211
H 0.784 3.261 -0.246
H -5.028 -4.956 -4.885
H 10.846 -0.775 -1.289
H 1.141 -5.457 4.550
H -0.397 -5.350 -3.026
H -3.858 -1.839 -9.743
H -4.846 -0.879 3.640
H -4.136 -1.711 -4.024
H 3.246 1.689 -1.476
H -2.409 6.000 0.866
H 10.000 2.420 -1.456
H -0.413 -1.210 -4.839
H 3.620 -2.864 4.173
H -2.542 -5.662 4.643
H -5.297 8.725 1.511
H 2.853 -0.383 -1.751
H -4.415 8.985 -0.823
H 3.272 3.379 -0.909
H 7.864 2.665 3.205
H -1.217 4.016 0.495
H -2.955 -8.811 4.972
H -1.436 -9.490 4.340
H -3.312 -3.236 -3.627
H 11.634 -0.522 0.276
H -1.777 1.680 2.565
H 6.338 2.428 2.343
H 0.137 2.517 -3.740
H -5.037 -0.237 -0.264
H 2.212 -1.182 0.937
H 1.044 2.900 4.338
H 6.848 -0.800 2.138
H -3.030 2.300 1.331
H -3.300 -3.881 6.303
H -1.657 -1.871 -0.629
H -2.579 -4.019 4.038
H 3.370 -3.380 1.158
H 2.932 -4.470 2.509
H -4.462 0.907 2.520
H 7.943 2.222 0.039
H 5.920 0.489 1.321
H 7.630 2.354 -1.680
H 9.569 0.837 -2.160
H 1.013 -2.314 0.034
H 0.491 1.112 1.315
H -7.996 -3.116 -6.685
```

As for the net charge: -1. As for the HOMO-LUMO gap: 7.1 eV. The spin multiplicity is 1.


[2]
This record from OMol25 describes a structure of composition C23H18CrN3O8PS. The level of theory is ωB97M-V/def2-TZVPD.

```
55
Properties=species:S:1:pos:R:3
Cr -1.904 -1.596 -0.250
S -3.644 -1.112 1.252
P -0.148 0.975 -0.347
O -3.764 -0.656 -0.191
O 0.589 -6.524 -1.906
O -2.098 -2.928 -1.739
O 2.243 -6.594 -0.429
O -4.655 -0.666 2.151
O -1.390 -4.923 -2.489
O -2.221 -0.626 1.547
O -3.415 -2.581 1.106
N -0.360 -2.895 0.171
N 0.662 -3.003 1.018
N -0.716 -0.311 -0.973
C 2.491 0.866 0.698
C 1.374 -4.119 0.772
C -3.442 3.220 0.377
C -1.786 3.978 1.944
C -1.263 2.194 0.412
C 0.742 1.931 -1.624
C 1.009 3.291 -1.524
C -0.315 -3.941 -0.634
C 3.024 -0.022 2.870
C 1.177 1.234 -2.748
C 1.262 -6.045 -0.873
C 1.882 1.886 -3.747
C -0.889 3.043 1.448
C 1.666 -0.177 3.130
C 1.711 3.946 -2.526
C -3.062 4.067 1.409
C 0.726 0.182 2.176
C -2.545 2.289 -0.122
C 1.132 0.705 0.943
C -1.358 -3.955 -1.722
C 3.433 0.503 1.655
C 0.773 -4.769 -0.290
C 2.153 3.243 -3.636
H -3.766 4.791 1.801
H 1.906 5.007 -2.441
H 3.757 -0.304 3.616
H -1.492 4.628 2.760
H 0.656 3.851 -0.665
H 0.838 -2.260 1.683
H 1.337 -0.569 4.085
H 0.929 0.184 -2.830
H 0.100 2.971 1.885
H -4.443 3.268 -0.029
H 4.487 0.633 1.445
H -0.195 -5.939 -2.161
H -2.852 1.596 -0.893
H 2.246 -4.381 1.341
H 2.212 1.335 -4.618
H 2.828 1.268 -0.249
H 2.700 3.752 -4.419
H -0.328 0.057 2.381
```

As for the net charge: -1. As for the HOMO-LUMO gap (spin up / spin down): 7.8 / 8.4 eV. The spin multiplicity is 4.


[3]
This record from OMol25 describes a cluster of 3 separate species, C4H14NO2 in total. The level of theory is ωB97M-V/def2-TZVPD.

```
21
Properties=species:S:1:pos:R:3
O -3.942 -1.439 -1.543
O -3.256 0.705 0.052
N -0.765 0.928 1.225
C 2.775 0.361 -0.029
C 3.579 -0.882 -0.324
C 1.446 0.018 0.641
C 0.327 0.623 0.329
H 2.812 -1.707 -0.375
H -3.398 -0.055 -0.542
H 1.250 -0.671 1.507
H -0.681 0.760 2.169
H -3.383 1.577 -0.561
H -4.875 -1.307 -1.732
H 0.048 0.782 -0.679
H 4.168 -1.131 0.537
H 4.352 -0.717 -1.138
H -4.019 -2.091 -0.865
H 2.415 0.808 -0.997
H -1.621 0.437 0.730
H 3.600 0.990 0.393
H -0.829 2.010 1.201
```

As for the net charge: +1. As for the HOMO-LUMO gap: 10.1 eV. The spin multiplicity is 1.


[4]
This record from OMol25 describes a cluster of 2 separate species, C2H7NO3S2 in total. The level of theory is ωB97M-V/def2-TZVPD.

```
15
Properties=species:S:1:pos:R:3
S 1.518 0.590 0.052
S 0.339 -2.123 -0.256
O 1.138 0.817 1.402
O 3.092 0.127 0.087
O 1.386 1.686 -0.843
N -1.653 0.419 -0.336
C 0.842 -0.710 -0.875
C -2.123 -0.435 0.669
H -1.869 -0.003 1.691
H -1.120 0.026 -1.224
H -1.166 1.305 -0.116
H 0.950 -0.421 -1.924
H 3.545 0.730 0.598
H -1.716 -1.477 0.564
H -3.163 -0.530 0.512
```

As for the HOMO-LUMO gap: 7.6 eV. The spin multiplicity is 1. The structure (SMILES) is O=S(=O)(O)C=S.CN.


[5]
This record from OMol25 describes the ion C5H9N2O3S3 with charge -1. The level of theory is ωB97M-V/def2-TZVPD.

```
22
Properties=species:S:1:pos:R:3
S 4.165 0.434 0.155
S -2.850 -2.325 -0.093
S 1.876 -0.765 0.073
O 3.705 1.761 -0.247
O 4.477 0.262 1.546
O 4.869 -0.410 -0.743
N -0.407 -2.757 0.168
N 0.612 1.349 -0.661
C -1.324 -1.781 -0.142
C -2.215 1.295 0.846
C -2.024 0.584 -0.531
C 0.371 0.095 -0.350
C -0.954 -0.454 -0.388
H 1.535 1.652 -0.440
H -2.305 0.471 1.461
H 0.342 -2.860 -0.423
H -2.938 0.083 -0.888
H -1.206 1.688 1.212
H -3.110 1.904 0.796
H -1.849 1.383 -1.470
H 0.038 2.080 -0.314
H -0.809 -3.690 0.435
```

As for the net charge: -1. As for the HOMO-LUMO gap: 7.5 eV. The spin multiplicity is 1. The structure (SMILES) is CC/C(C(N)=S)=C(\N)SS(=O)(=O)[O-].


[6]
This record from OMol25 describes a structure of composition C2H6BeFNO3S. The level of theory is ωB97M-V/def2-TZVPD.

```
15
Properties=species:S:1:pos:R:3
S 0.719 -1.681 1.377
F -0.188 -0.945 2.321
O 0.406 0.610 0.436
O -0.132 -2.428 0.435
O 1.664 -2.390 2.097
N 1.392 -0.451 0.433
C -0.146 0.659 -0.813
C -1.036 1.869 -0.982
Be -0.930 -1.944 -0.798
H -2.012 1.621 -1.370
H 2.196 -0.088 0.957
H -0.515 2.591 -1.594
H -0.814 -0.349 -0.890
H 0.588 0.627 -1.609
H -1.192 2.297 0.000
```

As for the net charge: +2. As for the HOMO-LUMO gap: 8.9 eV. The spin multiplicity is 1.


Values for relative energy (zero: lowest compared OMol25 entry of this formula, charge and spin), kcal per mole, ordered as above
100.70, 0.00, 79.28, 60.07, 12.57, 0.00